No. 1
{"formula": "C27H38ClF17IN2O15PSi2", "method": "ωB97M-V/def2-TZVPD", "homo_ha": -0.344, "charge": 0, "homo_lumo_gap_ev": 8.6, "fmax_ev_per_a": 0.96, "total_energy_ha": -5665.861288, "species": ["I", "Cl", "P", "Si", "Si", "F", "F", "F", "F", "F", "F", "F", "F", "F", "F", "F", "F", "F", "F", "F", "F", "F", "O", "O", "O", "O", "O", "O", "O", "O", "O", "O", "O", "O", "O", "O", "O", "N", "N", "C", "C", "C", "C", "C", "C", "C", "C", "C", "C", "C", "C", "C", "C", "C", "C", "C", "C", "C", "C", "C", "C", "C", "C", "C", "C", "C", "H", "H", "H", "H", "H", "H", "H", "H", "H", "H", "H", "H", "H", "H", "H", "H", "H", "H", "H", "H", "H", "H", "H", "H", "H", "H", "H", "H", "H", "H", "H", "H", "H", "H", "H", "H", "H", "H"], "coordinates": [[0.3215, -1.4558, -2.5137], [2.1850, -2.7206, 0.8064], [-1.9143, 1.8902, -2.8730], [0.0440, 2.7304, -2.0211], [1.0297, 0.1554, -0.8626], [4.3684, -8.6187, -5.9480], [-1.0297, 1.6687, 2.1752], [-0.2169, -0.9665, 3.1320], [-1.7125, -2.1145, 2.0665], [-3.5567, 9.5727, 6.1322], [-5.2535, 8.3795, 5.5134], [2.2666, -8.1738, -5.6598], [5.9126, -3.9317, 6.0669], [-5.5118, -1.3438, -4.5542], [3.3983, -9.1101, -4.0701], [-4.1473, -0.1092, -3.4032], [6.5501, -1.8716, 5.8218], [-3.5417, -2.0873, -4.0373], [-4.6514, 10.1011, 4.3373], [5.9854, -2.6040, 7.7791], [-2.3218, -0.4981, 3.3682], [1.8275, 3.6085, -5.5099], [1.1855, 1.5864, -1.6435], [-0.8489, -3.5654, 4.1348], [-2.0264, -2.1574, 5.4657], [4.0473, -2.0536, 4.9327], [-3.9529, 7.4758, 3.3739], [-4.4551, 0.4766, -6.2115], [4.8400, -6.9069, -3.6777], [3.4115, -2.2403, 7.0964], [3.8334, -2.1946, -1.1169], [-2.5394, -0.7246, -6.0981], [-2.0573, 8.2420, 4.3438], [3.2817, -5.8077, -4.8980], [1.1330, 1.3267, 2.1017], [-0.7600, 5.0773, -1.0562], [-2.6591, 5.9131, -1.5989], [-1.9918, 1.7847, -4.4383], [-2.1462, 5.3015, -0.7596], [-1.4594, -1.4925, 3.2222], [-4.1999, 9.0789, 5.0798], [-3.2474, 8.2022, 4.2271], [1.6272, 2.9298, -4.3127], [5.7069, -2.6717, 6.4820], [2.4238, -0.2336, 4.7539], [0.7548, 3.7690, -3.3882], [-3.6203, -0.4105, -5.6970], [-0.7525, -4.5544, 5.1954], [3.4510, -8.2096, -5.0578], [2.7301, -0.2681, -0.1852], [-4.1942, 0.3379, -8.6363], [4.4836, -5.1992, -1.9625], [-0.3462, 3.8100, -0.5116], [-3.9845, 1.1695, -7.3917], [4.2297, -2.2794, 6.2238], [-1.5032, -2.4570, 4.4335], [-0.2691, 0.2061, 0.4886], [-4.2275, -1.0083, -4.4031], [-2.7929, 5.3375, 3.1573], [2.6999, -1.7038, 4.5353], [-2.0075, -5.3903, 5.2769], [0.0765, 1.0955, 1.6438], [5.3337, -5.6624, -3.1211], [3.0889, -1.6992, -0.3618], [3.8329, -6.8034, -4.5283], [-3.1900, 6.6307, 2.4820], [-2.1151, 5.5229, 3.9896], [-1.2741, 0.4382, 0.1236], [-2.8654, -4.7819, 5.5601], [-1.8763, -6.1712, 6.0257], [6.3492, -5.8919, -2.8065], [-0.5417, -4.0432, 6.1341], [-3.9033, 0.9137, -9.5149], [-2.8974, 2.7220, -2.2852], [-5.2428, 0.0561, -8.7355], [0.5196, 3.9721, 0.1417], [0.1128, -5.1544, 4.9241], [-3.5933, -0.5700, -8.6042], [-1.1557, 2.0771, -4.9287], [-0.0467, 4.2375, -3.9697], [1.4319, 0.0129, 4.3799], [5.3786, -4.9145, -3.9120], [3.1547, 0.3818, 4.2291], [-2.2167, -5.8601, 4.3159], [2.4616, 0.0206, 5.8130], [-3.8552, 6.4469, 1.6412], [1.1849, 1.9578, -4.5626], [-1.1779, 3.4098, 0.0856], [-4.5709, 2.0850, -7.4188], [-0.3176, -0.8242, 0.8780], [1.3712, 4.5450, -2.9183], [-2.3205, 7.1804, 2.1225], [2.6086, 2.7459, -3.8672], [-2.9372, 1.4326, -7.2499], [3.4669, 0.3387, -0.7237], [-2.2065, 0.6763, -2.2146], [2.6457, -1.9678, 3.4825], [2.7407, -0.0433, 0.8854], [4.4210, -5.9820, -1.2052], [-2.2911, 4.6885, 2.4389], [4.9213, -4.3088, -1.5133], [1.9927, -2.3294, 5.0803], [3.4738, -4.9558, -2.2905], [-3.6739, 4.8212, 3.5392]], "mulliken_charge": [-0.095, -0.212, 0.346, 0.369, 0.198, -0.255, -0.308, -0.085, -0.291, -0.235, -0.244, -0.238, -0.251, -0.260, -0.247, -0.222, -0.245, -0.244, -0.252, -0.236, -0.245, -0.352, -0.509, -0.191, -0.530, -0.388, -0.325, -0.322, -0.308, -0.514, -0.432, -0.520, -0.506, -0.516, -0.485, -0.216, -0.342, -0.446, 0.302, 1.179, 0.879, 0.333, -0.405, 0.875, -1.041, -0.640, 0.427, -0.257, 0.910, -0.404, -1.143, -0.924, -0.569, -0.115, 0.335, -0.007, 0.237, 0.796, -0.612, 0.341, -1.235, 0.601, -0.342, 0.172, 0.341, -0.270, 0.329, 0.440, 0.330, 0.385, 0.318, 0.351, 0.389, -0.030, 0.302, 0.421, 0.351, 0.304, 0.200, 0.365, 0.112, 0.336, 0.309, 0.314, 0.414, 0.293, 0.232, 0.330, 0.368, -0.388, 0.566, 0.334, 0.261, 0.201, 0.423, -0.013, 0.002, 0.356, 0.321, -0.039, 0.323, 0.255, 0.298, 0.324]}


No. 2
{"formula": "C27H38N2O2Se4SiW", "method": "ωB97M-V/def2-TZVPD", "relative_energy_ev": 2.7263, "homo_ha": [-0.260, -0.260], "charge": 0, "homo_lumo_gap_ev": [4.8, 4.8], "fmax_ev_per_a": 2.09, "total_energy_ha": -11273.991132, "species": ["W", "Se", "Se", "Se", "Se", "Si", "O", "O", "N", "N", "C", "C", "C", "C", "C", "C", "C", "C", "C", "C", "C", "C", "C", "C", "C", "C", "C", "C", "C", "C", "C", "C", "C", "C", "C", "C", "C", "H", "H", "H", "H", "H", "H", "H", "H", "H", "H", "H", "H", "H", "H", "H", "H", "H", "H", "H", "H", "H", "H", "H", "H", "H", "H", "H", "H", "H", "H", "H", "H", "H", "H", "H", "H", "H", "H"], "coordinates": [[-0.9309, -1.4125, 1.9253], [0.2099, -2.6939, 3.7893], [-1.0110, -3.0632, 0.2908], [-2.0327, -2.6175, 3.8925], [-0.0694, 0.5435, 2.8894], [2.0400, -1.8434, 0.5881], [-0.9295, 1.6203, -1.5162], [-2.9157, -0.7557, 1.7432], [-1.6689, 0.1382, 0.0950], [-3.6738, 1.0711, 0.5538], [3.3512, -0.9263, 1.7413], [-1.7601, 5.5131, -0.0319], [1.8653, 0.5467, -0.9066], [-2.7886, 0.1200, 0.8183], [-1.9589, 4.2291, -0.5083], [1.8913, -4.6358, 1.5572], [-3.1101, 1.9770, -0.4403], [4.8026, -1.0522, 1.2054], [-5.6829, 2.3604, -3.8784], [-3.3623, 5.1294, 1.7022], [-3.9949, 2.0742, -1.6769], [-1.7481, 1.2513, -0.7131], [-3.4652, 2.2368, -2.9509], [-2.8566, 3.3754, 0.1251], [3.9024, -3.9940, 0.2744], [1.8678, -0.9804, -1.1051], [2.3826, -3.7511, 0.4008], [3.3393, -1.5333, 3.1497], [3.0950, -1.3347, -1.9746], [-5.3775, 2.0697, -1.5168], [0.6121, -1.3685, -1.8943], [3.1582, 0.6030, 1.8950], [-2.4597, 5.9695, 1.0730], [-6.2167, 2.2090, -2.6086], [-3.5599, 3.8407, 1.2301], [1.7706, -4.3073, -0.9014], [-4.3087, 2.3735, -4.0429], [-2.3005, 6.9730, 1.4428], [5.4165, -0.4181, 1.8476], [2.1921, -3.8418, -1.7938], [2.8562, 0.9164, -0.6523], [3.6812, 1.1464, 1.1089], [2.4552, -1.2225, 3.7039], [3.0361, -0.7253, -2.8778], [4.0487, -1.1098, -1.4981], [-2.3946, 2.2464, -3.0895], [2.1812, -5.6654, 1.3426], [-7.2888, 2.1989, -2.4660], [2.3416, -4.3711, 2.5145], [3.6015, 0.9078, 2.8427], [-6.3358, 2.4679, -4.7334], [-3.8826, 2.4892, -5.0301], [4.0438, -5.0263, -0.0465], [1.1613, 0.8737, -0.1411], [4.3863, -3.3544, -0.4633], [0.6879, -4.2124, -0.9487], [-1.4084, 3.8793, -1.3686], [4.2043, -1.1579, 3.6968], [-0.3005, -1.0485, -1.3909], [0.8061, -4.6076, 1.6680], [3.4005, -2.6227, 3.1522], [0.6567, -0.8573, -2.8555], [5.2209, -2.0511, 1.2526], [-4.4991, 1.2040, 1.1077], [0.5474, -2.4404, -2.0842], [-4.2651, 3.2074, 1.7499], [4.9138, -0.6707, 0.1919], [2.0049, -5.3707, -0.9520], [2.1257, 0.9398, 1.8924], [4.4143, -3.8856, 1.2285], [-3.9152, 5.4716, 2.5662], [1.5602, 1.0190, -1.8384], [-5.8174, 1.9568, -0.5352], [3.1081, -2.3809, -2.2874], [-1.0507, 6.1604, -0.5301]], "mulliken_charge": [0.170, -0.183, -0.182, -0.216, -0.239, -2.346, -0.471, -0.583, 0.522, 0.250, 2.943, -0.981, -2.339, 0.027, -0.070, -1.668, 2.835, -1.978, -0.398, -0.871, -0.502, -0.595, -0.102, -0.151, -1.976, 3.412, 2.905, -1.923, -1.500, -0.190, -1.567, -1.696, -0.448, -0.963, -0.300, -1.788, -0.982, 0.397, 0.592, 0.338, 0.345, 0.404, 0.220, 0.549, 0.216, 0.476, 0.497, 0.393, 0.334, 0.469, 0.395, 0.409, 0.586, 0.319, 0.370, 0.179, 0.405, 0.561, -0.084, 0.226, 0.378, 0.669, 0.334, 0.307, 0.377, 0.238, 0.316, 0.578, -0.075, 0.378, 0.400, 0.685, 0.278, 0.289, 0.400]}


No. 3
{"formula": "C27H38N3O4", "method": "ωB97M-V/def2-TZVPD", "homo_ha": -0.392, "charge": 1, "homo_lumo_gap_ev": 7.0, "fmax_ev_per_a": 7.60, "total_energy_ha": -1516.539086, "species": ["O", "O", "O", "O", "N", "N", "N", "C", "C", "C", "C", "C", "C", "C", "C", "C", "C", "C", "C", "C", "C", "C", "C", "C", "C", "C", "C", "C", "C", "C", "C", "C", "C", "C", "H", "H", "H", "H", "H", "H", "H", "H", "H", "H", "H", "H", "H", "H", "H", "H", "H", "H", "H", "H", "H", "H", "H", "H", "H", "H", "H", "H", "H", "H", "H", "H", "H", "H", "H", "H", "H", "H"], "coordinates": [[7.8861, -0.0297, 2.7470], [2.3130, -5.2245, 0.7234], [-4.0097, 2.1994, 3.6104], [3.5638, -5.1778, 3.8252], [-0.8451, 0.6608, 3.2095], [-1.8066, 2.7090, 3.1556], [1.8420, -3.4736, 2.7549], [5.5773, 0.7780, 2.6420], [-2.9168, -0.4189, 2.2932], [-6.2806, -1.2264, 3.8835], [0.7585, -3.7752, 1.7449], [-4.4059, -0.6229, 2.4756], [1.3904, -4.1719, 0.4299], [-4.8999, -1.1190, 3.6862], [-2.2861, 0.4374, 3.3934], [2.8158, -4.4259, 4.7970], [4.2289, 0.4591, 2.6290], [2.3568, -1.2203, 2.8711], [-7.1663, -0.8627, 2.8611], [8.3657, 1.3228, 2.5632], [-5.2868, -0.3113, 1.4348], [-1.9972, 4.1405, 3.1026], [4.7645, -1.8879, 2.9156], [-6.6661, -0.4089, 1.6332], [3.7426, -0.8879, 2.7997], [6.1069, -1.5901, 2.8987], [-0.4890, 2.0939, 3.0817], [0.3767, 2.6112, 4.2453], [0.0204, -0.3729, 3.1715], [-2.8472, 1.8603, 3.4087], [0.1504, 2.4174, 1.7229], [1.5248, -4.0282, 4.1217], [6.5468, -0.2479, 2.7636], [1.4087, -0.2278, 3.0217], [0.6083, -4.5440, -0.2446], [-0.4252, -1.3677, 3.2936], [0.4215, 3.4805, 1.6952], [-2.4707, -0.0229, 4.3818], [0.9711, -3.2763, 4.6941], [1.0494, 1.8216, 1.5509], [9.4509, 1.2194, 2.5431], [-4.1965, -1.3950, 4.4765], [-2.7269, 0.0683, 1.3225], [2.6971, -3.9635, 2.4488], [-4.8752, 0.0411, 0.4851], [0.1193, -2.8907, 1.6461], [4.4624, -2.9294, 3.0418], [0.8974, -4.9150, 3.9697], [-7.3471, -0.1241, 0.8293], [1.7581, 0.8041, 3.0437], [1.9196, -3.3110, -0.0053], [-1.5799, 4.5425, 2.1723], [-0.2322, 2.6604, 5.1584], [1.2354, 1.9653, 4.4379], [-6.6577, -1.5872, 4.8420], [2.5937, -5.0535, 5.6693], [8.0610, 1.9667, 3.4002], [5.9002, 1.8187, 2.5462], [6.8625, -2.3678, 2.9881], [2.6414, -5.5949, -0.1105], [-0.5693, 2.2052, 0.9198], [-3.0667, 4.3581, 3.1442], [4.2449, -5.6987, 4.2805], [-2.4023, -1.3934, 2.2826], [-8.2437, -0.9344, 3.0197], [3.3841, -3.5266, 5.0769], [0.7418, 3.6176, 4.0017], [8.0072, 1.7489, 1.6153], [3.5290, 1.2812, 2.4752], [-1.4952, 4.6351, 3.9443], [2.0101, -2.3741, 2.8171], [0.1700, -4.6109, 2.1423]], "mulliken_charge": [-0.428, -0.528, -0.692, -0.591, 0.604, 0.263, 0.352, -0.586, -0.434, -0.697, -0.197, 0.527, -0.724, -0.213, 0.081, -0.715, -0.794, 0.574, -0.425, -0.823, -0.400, -0.947, -0.277, -0.602, 0.442, -1.068, 0.111, -1.581, 0.342, 0.096, -1.497, -0.468, 0.841, -0.226, 0.415, 0.865, 0.488, 0.318, 0.246, 0.391, 0.250, 0.314, 0.328, 0.448, 0.326, -0.013, 0.369, 0.555, 0.377, -0.615, 0.300, 0.307, 0.417, 0.332, 0.364, 0.476, 0.341, 0.414, 0.452, 0.327, 0.335, 0.373, 0.356, 0.264, 0.373, 0.291, 0.453, 0.347, 0.281, 0.299, -1.014, 0.532]}